174
Properties=species:S:1:pos:R:3:mulliken_charge:R:1 method="wB97M-V/def2-TZVPD" smiles=CC1(C)CCCC(C)(C)N1O.CC1(C)CCCC(C)(C)N1O.CC1(C)CCCC(C)(C)N1O.CC1(C)CCCC(C)(C)N1O.CCO.CCO.CCO.CCO.CCO.CCO
C -3.20066 -3.28598 3.33574 -1.5914
C -2.17842 -3.47132 2.22196 1.8552
C -2.82161 -3.38552 0.85512 -1.3369
C -0.99262 -2.46196 2.24515 -0.6247
C 0.22522 -2.91249 1.47297 2.5099
C 0.68393 -4.20813 2.00516 -2.3318
C -0.37157 -5.32977 1.81680 2.1727
C -0.67086 -5.68031 0.34846 -1.5607
C 0.08239 -6.62861 2.43634 -2.0572
N -1.62978 -4.86097 2.51937 -0.0544
O -2.60400 -5.84603 2.26499 -0.5081
H -3.88932 -4.14119 3.27510 0.5430
H -2.66479 -3.08671 4.26782 0.3424
H -3.74178 -2.35442 3.11216 0.1164
H -2.09129 -3.34724 0.01288 -0.1534
H -3.40162 -4.32169 0.82046 0.3702
H -3.51809 -2.52083 0.85241 0.4788
H -1.42437 -1.56944 1.84896 0.3524
H -0.70875 -2.23895 3.28016 -0.3991
H -0.01933 -3.06002 0.42698 -0.5504
H 1.03201 -2.22246 1.58126 -1.1104
H 0.84515 -4.23144 3.10715 0.5430
H 1.55943 -4.55953 1.50339 0.5764
H -1.52524 -6.45078 0.24666 0.4024
H 0.26835 -6.09244 -0.05468 0.4291
H -0.98153 -4.88020 -0.34723 0.0696
H 1.15684 -6.72641 2.14232 0.4089
H -0.37868 -7.50858 1.93675 0.3652
H 0.03097 -6.72397 3.53700 0.4104
H -2.80876 -6.20655 3.14712 0.3844
C 3.14293 -4.83421 -1.68974 -2.2107
C 3.72483 -3.76849 -2.64752 2.4331
C 3.29160 -2.33893 -2.08152 0.1569
C 5.22783 -3.82338 -2.76956 -1.5762
C 5.94314 -3.08959 -3.97858 -0.6712
C 5.23801 -3.50923 -5.24692 -1.0947
C 3.69931 -3.23873 -5.15761 1.7849
C 3.29575 -1.72053 -5.11774 -1.2056
C 2.98930 -3.83164 -6.47754 -2.1222
N 3.25330 -4.09187 -4.07657 -0.2839
O 1.77148 -3.95917 -4.10014 -0.3961
H 3.87835 -4.96632 -0.91630 0.4747
H 2.15873 -4.52272 -1.34807 0.3124
H 2.97448 -5.83671 -2.14766 0.4260
H 2.24570 -2.07117 -2.12768 -0.1323
H 3.49814 -2.19153 -1.02751 0.0152
H 3.87137 -1.58848 -2.71888 -0.5617
H 5.77685 -3.51872 -1.89759 0.4418
H 5.45125 -4.85690 -2.86946 0.5346
H 5.99845 -2.03281 -3.85457 0.1596
H 6.91452 -3.46875 -3.84655 0.5213
H 5.44945 -4.56964 -5.48408 0.3601
H 5.63267 -2.78290 -5.97459 0.3751
H 4.13384 -1.15401 -4.66570 0.2531
H 2.39363 -1.58131 -4.50196 0.0095
H 3.10252 -1.22935 -6.09304 0.4568
H 1.95614 -3.47912 -6.61888 0.3765
H 3.01439 -4.90197 -6.48459 0.4979
H 3.39798 -3.45384 -7.39300 0.4805
H 1.52505 -4.79244 -4.57756 0.2832
C -6.88167 3.72893 0.53758 -1.6940
C -5.85456 4.66520 -0.02159 2.2632
C -6.14875 6.01594 0.59907 -2.3965
C -4.32174 4.24627 0.15265 -1.4536
C -3.93700 3.02000 -0.72001 0.9875
C -4.27378 3.27109 -2.18489 -1.6300
C -5.64478 3.73533 -2.43576 2.2404
C -5.64044 4.31916 -3.84126 -1.9210
C -6.64172 2.61286 -2.30483 -2.0728
N -5.86300 4.89285 -1.47749 0.0052
O -7.18513 5.49873 -1.85839 -0.5089
H -7.35592 4.07588 1.44513 0.3975
H -6.52903 2.68166 0.74068 0.2137
H -7.67648 3.61302 -0.19299 0.4167
H -5.96482 6.06145 1.67524 0.4243
H -7.19828 6.17304 0.48228 0.6197
H -5.67712 6.91037 0.20206 0.3371
H -3.81060 5.17406 -0.21531 -0.0758
H -4.10990 4.08748 1.15791 0.5605
H -4.47281 2.12617 -0.36514 0.2498
H -2.89245 2.74331 -0.56112 -0.4718
H -4.01103 2.37782 -2.71989 0.6156
H -3.68772 4.11228 -2.45481 0.0996
H -5.74692 3.56571 -4.66992 0.2867
H -6.48555 4.98426 -3.88601 0.5503
H -4.69953 4.89483 -4.02218 0.3065
H -6.53456 1.94241 -1.45865 0.3566
H -7.71098 2.84365 -2.47315 0.3556
H -6.43315 1.92361 -3.09474 0.5405
H -6.78003 6.33801 -2.20314 0.3850
C 0.71761 1.36085 3.86604 -2.1309
C 1.98217 0.56331 4.35958 1.6998
C 2.81141 1.53030 5.27667 -1.6299
C 1.54950 -0.67591 5.10995 -0.5509
C 2.70168 -1.58073 5.30559 -1.0016
C 3.22661 -2.08143 4.04890 0.0247
C 3.78780 -0.96383 3.13328 1.4874
C 5.14319 -0.43184 3.69770 -1.7906
C 4.01696 -1.55866 1.75468 -0.7785
N 2.65906 0.02203 3.07679 1.5788
O 2.96126 1.18926 2.24422 -0.6949
H 0.08818 0.74075 3.22561 0.2012
H 0.15999 1.67488 4.75912 0.8145
H 1.04867 2.19199 3.28923 0.0341
H 2.00566 2.07180 5.86511 0.4101
H 3.33883 0.95588 6.04041 0.3992
H 3.59537 2.20778 4.86832 0.2012
H 1.02075 -0.35451 5.98600 0.5195
H 0.78143 -1.10046 4.48135 -0.3028
H 3.47322 -1.07349 5.82226 0.4520
H 2.47904 -2.43210 5.94283 0.4635
H 2.43794 -2.59769 3.55466 -0.7229
H 3.99690 -2.89311 4.21206 0.5042
H 5.11164 -0.30591 4.80276 0.2830
H 5.47696 0.55989 3.34712 0.2756
H 5.92000 -1.17431 3.44172 0.4887
H 3.21692 -2.23547 1.43098 -0.6079
H 4.97410 -2.06444 1.72334 0.5716
H 4.00393 -0.69241 1.07642 -0.3543
H 2.24817 1.10363 1.62044 0.1029
C -2.25523 -1.17416 -3.15550 -1.3238
C -1.19920 -2.21842 -3.15906 0.5209
O -0.14206 -1.87045 -4.06135 -0.6038
H -2.86867 -1.43911 -2.30770 0.3256
H -2.95358 -1.15096 -4.00822 0.4233
H -1.89519 -0.16783 -2.93400 0.2381
H -1.58781 -3.17846 -3.51116 0.5441
H -0.81801 -2.44052 -2.12347 -0.4423
H 0.59169 -2.48020 -3.92884 0.2716
C -0.03206 5.22073 2.94580 -1.2165
C -0.43532 5.54115 1.53360 -0.1883
O -0.80388 4.38669 0.86833 0.6143
H 0.89311 4.65294 2.95699 0.1821
H -0.80606 4.59380 3.38657 0.2665
H 0.16579 6.20512 3.33217 0.4961
H 0.45259 6.06638 1.08409 0.2637
H -1.29610 6.25786 1.65045 0.2604
H -1.36211 4.55948 0.07544 -0.3943
C 5.91814 0.68406 -0.93140 -0.7073
C 4.73585 1.49029 -1.48786 0.1827
O 4.07778 2.43848 -0.60213 -0.5800
H 5.65576 0.14225 0.00061 0.0032
H 6.60602 1.39650 -0.53635 0.4056
H 6.41675 -0.03307 -1.63382 0.2273
H 3.96989 0.80012 -1.89964 -0.1415
H 5.07597 2.20716 -2.28458 0.3474
H 3.85496 2.08941 0.30019 0.2905
C -3.32658 0.74062 2.54084 0.0710
C -3.39831 2.13122 3.28543 -0.6372
O -2.13264 2.77370 3.06135 -0.3495
H -3.24850 0.86312 1.44404 -0.0971
H -4.21669 0.07551 2.75338 0.5074
H -2.39532 0.25073 2.95739 -0.1969
H -3.43126 2.05663 4.36139 0.4848
H -4.24558 2.75105 2.92807 0.1402
H -2.06820 3.17001 2.14034 0.1327
C 0.66011 5.17903 -2.65351 -0.9206
C -0.43619 6.18466 -2.49233 -0.3369
O -1.51016 5.60373 -1.65739 -0.4710
H 1.43988 5.56208 -3.35170 0.4143
H 0.16838 4.24345 -3.06243 0.1907
H 1.14499 4.87522 -1.67567 0.1340
H -0.76595 6.40320 -3.52019 0.3310
H -0.02951 7.02799 -1.96913 0.3239
H -2.18942 6.26786 -1.65672 0.1760
C 0.78796 0.06382 -0.73221 -1.1802
C 0.09556 1.37914 -0.28402 0.0294
O 0.63540 1.74187 0.97904 0.4101
H 0.42272 -0.34840 -1.64883 0.7244
H 0.59957 -0.73103 0.01929 0.0686
H 1.83337 0.25457 -0.85731 -0.2126
H -0.94411 1.10025 -0.17839 -0.0406
H 0.28201 2.10688 -1.02276 0.3553
H 0.33170 2.62084 1.20067 -0.4017

174
Properties=species:S:1:pos:R:3:mulliken_charge:R:1 method="wB97M-V/def2-TZVPD" smiles=CC1(C)CCCC(C)(C)N1O.CC1(C)CCCC(C)(C)N1O.CC1(C)CCCC(C)(C)N1O.CC(C)O.CC(C)O.CC(C)O.CC(C)O.CC(C)O.CC(C)O.CC(C)O
C -4.47870 -2.82173 -6.07546 -1.7596
C -3.19591 -2.27295 -5.44680 1.6536
C -2.33009 -1.68133 -6.56887 -2.0009
C -3.57201 -1.00769 -4.61933 -1.0561
C -4.25071 -1.35963 -3.29471 -1.3227
C -3.27844 -2.22949 -2.48945 -0.3167
C -2.73095 -3.44382 -3.24468 1.9372
C -1.42734 -3.84791 -2.52706 -1.9543
C -3.74757 -4.60520 -3.04003 -1.8196
N -2.38624 -3.18233 -4.62946 0.4606
O -1.95898 -4.30712 -5.35628 -0.5429
H -4.30620 -3.62072 -6.79872 0.3769
H -4.91763 -3.42134 -5.27193 0.3228
H -5.03333 -1.96989 -6.45365 0.3485
H -2.20538 -2.28707 -7.46836 0.4208
H -2.66929 -0.70509 -6.92693 0.3881
H -1.35351 -1.39913 -6.15912 0.4917
H -2.66886 -0.46313 -4.30920 0.0637
H -4.17015 -0.24182 -5.11659 0.6118
H -4.63281 -0.55858 -2.66628 0.4188
H -5.06880 -1.99671 -3.65374 0.3957
H -3.90892 -2.57623 -1.66582 0.4187
H -2.53608 -1.58534 -2.01137 -0.2137
H -1.67295 -4.06973 -1.48600 0.2290
H -0.65083 -3.10972 -2.70815 0.5345
H -1.10805 -4.82682 -2.89462 0.3903
H -3.47250 -5.55123 -3.51351 0.4247
H -4.72503 -4.47411 -3.51402 0.3530
H -3.88577 -4.71073 -1.96481 0.3819
H -1.28432 -3.95873 -5.95032 0.3650
C 4.40075 -2.41336 7.81364 -1.7327
C 4.26340 -3.33324 6.55218 1.7883
C 5.59888 -4.02094 6.37516 -2.2168
C 3.19753 -4.37676 6.88267 -1.0509
C 1.76355 -3.86134 6.96376 -0.9686
C 1.45216 -3.07587 5.65114 -1.1346
C 2.49832 -2.05768 5.22592 2.3051
C 2.16300 -1.76238 3.73371 -1.9241
C 2.34312 -0.83239 6.16824 -1.3745
N 3.83986 -2.64565 5.32492 0.2893
O 4.81131 -1.72446 4.87682 -0.3749
H 3.43781 -2.22959 8.28693 0.3584
H 5.07893 -2.80817 8.57488 0.4328
H 4.83438 -1.42387 7.64781 0.2834
H 6.53969 -3.47524 6.44416 0.3442
H 5.71411 -4.80170 7.13358 0.4841
H 5.61692 -4.58681 5.43643 0.4616
H 3.19329 -5.16543 6.12648 0.3783
H 3.41304 -4.78236 7.87479 0.4333
H 0.99178 -4.62369 7.05383 0.4769
H 1.59042 -3.12642 7.75128 0.3162
H 0.44462 -2.67750 5.81470 0.2589
H 1.21070 -3.72991 4.80677 0.2424
H 1.26538 -1.13860 3.71420 0.3705
H 1.87935 -2.58313 3.07116 0.4265
H 2.97786 -1.23452 3.23622 -0.0126
H 1.98328 -1.16925 7.13174 0.3033
H 1.76286 -0.03879 5.68937 0.4218
H 3.28051 -0.27977 6.26597 0.0051
H 5.34021 -2.22901 4.24982 0.2991
C -4.31367 2.70241 -1.96573 -1.7953
C -3.84815 4.07396 -1.37162 2.0356
C -4.74295 4.39827 -0.16370 -1.7515
C -2.42987 3.83379 -0.84255 -1.2672
C -1.33522 3.81543 -1.95477 1.3174
C -1.33732 5.25439 -2.44042 -1.9209
C -2.69598 5.60085 -3.09351 1.7309
C -2.87615 7.14406 -3.26041 -1.8574
C -2.59167 5.01965 -4.52271 -1.5329
N -3.86513 5.08115 -2.38161 0.5603
O -5.01482 5.13209 -3.18507 -0.5463
H -5.39499 2.72818 -2.12270 0.5353
H -3.83670 2.45429 -2.91452 0.3868
H -4.17076 1.84828 -1.29824 0.0734
H -4.84530 3.58399 0.55255 0.1117
H -4.54049 5.40019 0.22004 0.4492
H -5.78898 4.52858 -0.47992 0.4539
H -2.19539 4.59450 -0.09165 0.4732
H -2.31625 2.90556 -0.27465 0.0406
H -0.46178 3.46145 -1.40333 -0.9346
H -1.53632 3.03916 -2.69209 0.0327
H -0.45774 5.33916 -3.09516 0.5798
H -0.98367 5.97122 -1.69158 0.4397
H -3.23912 7.57889 -2.32999 0.4407
H -3.49227 7.44492 -4.10552 0.3654
H -1.86027 7.48681 -3.47370 0.4050
H -1.93728 5.61803 -5.15984 0.4717
H -3.51729 4.98162 -5.10294 0.4420
H -2.24933 3.98394 -4.56712 -0.0172
H -5.47252 5.92088 -2.86560 0.3523
C 4.86509 2.12656 4.71506 -0.9600
C 3.91070 2.74486 3.66823 0.7689
C 4.31219 2.36210 2.24620 -0.7098
O 2.55194 2.37537 3.89506 -0.5478
H 4.61279 1.18284 5.20145 0.0063
H 5.08939 2.79387 5.54815 0.3440
H 5.80177 1.90648 4.19799 0.2937
H 3.95479 3.83199 3.79733 0.1770
H 3.64449 2.90510 1.57494 -0.1519
H 4.14833 1.29020 2.11559 0.0147
H 5.35788 2.60685 2.06892 0.5082
H 2.12225 2.34031 3.03429 0.2867
C 2.04209 1.73352 -5.09044 -1.0134
C 1.32708 2.88462 -5.73690 0.8256
C -0.09746 2.60544 -6.13539 -0.9015
O 1.36437 4.03835 -4.92659 -0.5460
H 2.27163 0.89718 -5.75300 0.4652
H 1.47427 1.25892 -4.28256 -0.0886
H 2.95730 2.06922 -4.59895 0.3799
H 1.89033 3.01545 -6.67492 0.1090
H -0.60971 3.49802 -6.50855 0.3348
H -0.64536 2.41643 -5.20509 -0.1417
H -0.26988 1.88225 -6.93155 0.4555
H 1.84631 3.90553 -4.10154 0.2406
C -3.83707 1.40822 2.10510 -1.3400
C -3.47004 0.05880 2.67938 1.9560
C -3.18346 -0.04993 4.14885 -1.4404
O -4.51396 -0.82983 2.30006 -0.5458
H -4.05104 1.37082 1.03643 0.0666
H -3.08920 2.18299 2.29297 0.3620
H -4.78472 1.76568 2.52370 0.3391
H -2.55460 -0.28354 2.18175 -0.8411
H -4.08787 -0.09958 4.76389 0.3668
H -2.61648 0.81618 4.50409 0.3778
H -2.57339 -0.90633 4.43938 0.3486
H -5.19525 -0.87476 2.97623 0.3368
C 3.78367 5.46474 -2.06847 -1.6152
C 3.22555 4.21883 -1.36622 1.1161
C 2.23261 4.55219 -0.28168 -0.8602
O 2.65669 3.30825 -2.27585 -0.1255
H 4.56002 5.24585 -2.79975 0.3782
H 4.06803 6.22708 -1.34635 0.4282
H 2.99518 5.93211 -2.66922 0.3119
H 4.01246 3.74749 -0.76162 -0.0057
H 1.27515 4.92542 -0.65335 -0.0893
H 2.65915 5.22676 0.46597 0.5261
H 1.96788 3.68182 0.32879 -0.0292
H 2.60072 2.43439 -1.86993 -0.0112
C 0.35688 0.04709 -1.87426 0.2756
C 0.47898 0.46937 -0.39910 1.2775
C 0.07971 -0.64810 0.61359 -0.3449
O 1.84379 0.78382 -0.09160 -0.3214
H -0.69542 -0.14290 -2.08563 -0.1933
H 0.97376 -0.84950 -1.94148 0.3140
H 0.70689 0.87224 -2.48861 -0.8224
H -0.04368 1.41622 -0.26079 -0.6188
H -0.17793 -0.03337 1.47920 0.3369
H 1.01489 -1.19111 0.70538 0.0529
H -0.83976 -1.19026 0.40648 -0.1596
H 2.39407 0.09880 0.29485 -0.1239
C -2.14227 -6.24525 2.56311 -1.5660
C -1.41048 -5.11439 1.89506 0.6674
C -2.23156 -3.90014 1.49091 -0.5740
O -0.41454 -4.62083 2.84279 -0.3548
H -1.60348 -7.13496 2.88352 0.4695
H -2.92279 -6.51936 1.84209 0.3904
H -2.68882 -5.89414 3.44340 0.3470
H -0.77591 -5.46339 1.07148 0.1541
H -2.60003 -3.27286 2.30112 0.5014
H -3.08401 -4.34312 0.96237 0.3108
H -1.78251 -3.22339 0.76581 -0.5133
H -0.08511 -5.39001 3.31692 0.1956
C 3.15265 -3.51205 -0.54482 -1.1564
C 4.18275 -2.34855 -0.45034 1.2830
C 4.99947 -2.43366 0.82035 -1.0514
O 5.03220 -2.28049 -1.55756 -0.6237
H 3.64763 -4.44022 -0.25501 0.3722
H 2.74558 -3.49288 -1.55371 0.3712
H 2.39778 -3.38305 0.23361 0.1295
H 3.57887 -1.42632 -0.41683 -0.2721
H 5.36288 -3.43536 1.05935 0.3837
H 4.29925 -2.28112 1.65154 0.0052
H 5.76825 -1.66969 0.91438 0.3764
H 4.56709 -2.43477 -2.38427 0.3569

ΔE to the lowest compared entry with this formula, charge and spin in kJ/mol, matching the order above: 379.55 338.90
E_tot in eV, matching the order above: -78019.656 -76547.230
HOMO-LUMO gap in eV, matching the order above: 8.66 8.40